Entry 1:
Computed, not measured: a 10-piece molecular cluster, C34H46BF4O14 overall in a non-equilibrium geometry, with ωB97M-V with the def2-TZVPD basis set.

Summary:
Gap between HOMO and LUMO, eV: 7.451
Maximum force, Eh/bohr: 0.2403
Total charge: -1

Last column: Mulliken charge in e.
Positions of all 99 atoms, in Å:
B  15.386  40.913  42.837  -0.103
F  14.072  41.137  43.173  -0.410
F  15.768  41.878  41.801  0.020
F  16.192  41.075  43.988  -0.208
F  15.549  39.720  42.303  0.200
C  19.314  39.729  44.353  -0.150
O  18.842  40.369  45.427  -0.532
H  19.691  40.554  43.759  0.145
H  18.527  39.452  43.734  -0.147
H  20.008  39.016  44.739  0.375
H  18.163  39.824  45.827  0.322
C  16.256  44.778  44.088  -0.120
O  17.136  44.354  45.091  -0.611
H  16.265  45.965  44.134  0.221
H  15.192  44.497  44.153  -0.096
H  16.782  44.446  43.213  0.215
H  17.002  43.481  45.108  0.320
C  16.937  36.985  46.134  -0.617
O  16.679  38.322  45.689  -0.286
H  17.600  36.842  46.885  0.417
H  16.952  36.205  45.294  0.136
H  15.876  36.984  46.570  0.210
H  16.517  38.502  44.861  0.089
C  14.522  40.463  47.108  -0.477
O  14.008  41.472  46.223  -0.529
H  14.414  40.665  48.153  0.356
H  15.528  40.581  47.062  0.120
H  13.941  39.592  46.649  0.182
H  13.830  41.023  45.340  0.260
C  15.343  45.965  39.097  -0.623
C  14.619  47.202  39.534  -0.619
C  13.873  47.242  40.658  0.204
C  13.641  46.066  41.400  -0.500
C  14.414  44.900  41.071  -0.408
C  15.222  44.864  39.854  0.001
O  16.076  43.730  39.791  -0.542
O  13.197  48.335  40.975  -0.567
H  15.861  45.843  38.202  0.512
H  14.853  47.840  38.801  0.521
H  13.177  45.863  42.337  0.277
H  14.340  44.294  41.751  1.003
H  15.740  43.043  40.286  0.336
H  13.252  48.523  41.959  0.340
C  8.688  44.377  44.414  -0.538
C  9.216  43.488  45.433  -0.764
C  10.616  43.166  45.391  0.529
C  11.504  43.588  44.334  0.502
C  10.904  44.246  43.430  -0.084
C  9.608  44.713  43.443  0.258
O  9.362  45.661  42.458  -0.504
O  11.024  42.346  46.321  -0.481
H  7.740  44.976  44.357  0.212
H  8.684  43.289  46.378  0.337
H  12.671  43.300  44.384  -0.250
H  11.559  44.672  42.591  0.233
H  8.642  46.207  42.760  0.284
H  11.836  42.172  46.600  0.279
C  21.627  42.372  39.983  -0.654
C  20.713  42.790  40.964  -0.797
C  19.685  41.973  41.379  -0.008
C  19.491  40.687  40.689  -0.671
C  20.452  40.264  39.790  -0.560
C  21.510  41.085  39.421  0.716
O  22.405  40.674  38.464  -0.508
O  18.733  42.343  42.259  -0.421
H  22.441  42.861  39.709  0.543
H  20.855  43.767  41.211  0.506
H  18.713  40.221  41.009  1.212
H  20.219  39.125  39.318  0.102
H  22.739  41.327  38.071  0.240
H  18.053  41.747  42.601  0.095
C  16.857  34.568  39.211  -0.610
C  16.593  35.921  39.167  -0.658
C  16.065  36.541  40.348  0.512
C  16.024  35.819  41.560  0.428
C  16.334  34.519  41.568  0.004
C  16.662  33.781  40.415  -0.045
O  16.983  32.444  40.462  -0.567
O  15.915  37.889  40.215  -0.529
H  17.115  34.107  38.393  0.603
H  16.786  36.652  38.270  0.260
H  16.017  36.145  42.739  -0.181
H  16.599  34.013  42.592  0.203
H  16.442  32.026  41.161  0.321
H  15.535  38.281  41.045  0.322
C  12.808  35.865  42.232  -0.784
C  13.024  34.984  43.329  -0.513
C  13.402  35.435  44.607  0.286
C  13.599  36.861  44.743  -0.066
C  13.436  37.790  43.686  -0.277
C  12.992  37.251  42.433  0.162
O  12.674  38.069  41.404  -0.564
O  13.618  34.720  45.680  -0.577
H  12.736  35.787  41.125  0.320
H  12.844  33.952  43.004  0.238
H  14.073  37.278  45.622  0.220
H  13.412  38.794  43.510  0.790
H  12.909  38.940  41.458  0.302
H  13.572  33.707  45.363  0.357


Entry 2:
Computed, not measured: C34H46ClF3O3OsP4 as an isolated structure in a non-equilibrium geometry, with ωB97M-V with the def2-TZVPD basis set.

Summary:
Gap between HOMO and LUMO (spin up / spin down), eV: 2.615 / 4.435
2S+1: 5
Maximum force, Eh/bohr: 0.0973
Total charge: +2

Last column: Mulliken spin population.
Positions of all 92 atoms, in Å:
P  -1.319  -0.818  -2.350  0.200
C  -3.077  -0.884  -2.804  0.031
C  -3.581  -0.102  -3.863  0.021
H  -2.998  0.738  -4.236  0.004
C  -4.802  -0.415  -4.461  0.001
H  -5.134  0.154  -5.334  0.000
C  -5.583  -1.453  -3.945  0.010
H  -6.535  -1.703  -4.420  0.001
C  -5.147  -2.164  -2.821  -0.002
H  -5.770  -2.957  -2.404  0.001
C  -3.911  -1.868  -2.238  0.005
H  -3.572  -2.415  -1.358  0.001
C  -0.708  0.645  -3.228  -0.031
C  -1.037  1.929  -2.746  0.364
H  -1.495  2.036  -1.763  -0.013
C  -0.794  3.062  -3.527  -0.111
H  -1.073  4.046  -3.149  -0.005
C  -0.212  2.923  -4.790  0.244
H  -0.045  3.806  -5.412  0.025
C  0.150  1.662  -5.265  -0.040
H  0.602  1.547  -6.254  0.000
C  -0.076  0.529  -4.480  0.121
H  0.217  -0.454  -4.844  0.034
C  -0.639  -2.262  -3.224  -0.030
C  -1.332  -2.837  -4.306  -0.001
H  -2.371  -2.564  -4.488  0.000
C  -0.705  -3.745  -5.158  0.007
H  -1.242  -4.117  -6.032  0.001
C  0.603  -4.156  -4.884  -0.002
H  1.105  -4.841  -5.569  0.000
C  1.253  -3.701  -3.736  0.006
H  2.258  -4.057  -3.499  0.001
C  0.632  -2.772  -2.897  0.011
H  1.132  -2.432  -1.991  0.036
Os  -0.221  -0.092  2.401  2.191
C  1.516  0.796  2.077  0.038
C  1.855  1.112  0.801  0.269
H  2.176  1.096  2.895  -0.056
C  0.905  0.648  -0.298  -0.147
O  1.679  -0.125  -1.252  0.084
H  1.290  0.007  -2.135  -0.044
C  -0.260  -0.169  0.235  -0.035
H  0.485  1.559  -0.773  0.054
C  -1.100  -0.838  -0.628  0.193
Cl  -2.244  -1.307  2.507  0.228
P  0.856  -2.129  2.828  0.123
P  -1.484  1.864  2.752  0.099
C  0.165  -2.934  4.295  -0.002
H  -0.906  -3.090  4.140  -0.002
H  0.305  -2.279  5.161  0.002
H  0.671  -3.892  4.465  -0.001
C  0.711  -3.283  1.437  0.002
H  1.140  -2.821  0.540  0.008
H  -0.349  -3.492  1.256  -0.002
H  1.246  -4.214  1.662  0.002
C  2.633  -1.998  3.200  -0.002
H  2.775  -1.464  4.146  0.000
H  3.142  -1.448  2.402  0.006
H  3.069  -3.000  3.286  0.000
C  -2.214  1.905  4.415  -0.005
H  -1.463  2.240  5.141  0.000
H  -2.563  0.900  4.674  0.002
H  -3.059  2.603  4.408  -0.001
C  -0.531  3.394  2.610  0.009
H  -0.100  3.469  1.603  0.007
H  0.279  3.380  3.353  0.000
H  -1.198  4.249  2.790  0.003
C  -2.885  2.008  1.616  0.041
H  -3.541  1.139  1.744  -0.002
H  -2.517  2.036  0.583  -0.010
H  -3.424  2.936  1.845  0.003
P  3.499  1.869  0.575  -0.004
C  4.055  2.496  2.157  0.008
C  3.441  3.215  -0.591  0.006
H  4.468  1.676  2.754  0.000
H  3.238  2.955  2.722  -0.003
H  4.838  3.242  1.985  0.000
H  2.889  2.911  -1.491  0.003
H  4.479  3.473  -0.853  0.001
H  2.954  4.084  -0.127  -0.004
C  4.640  0.589  0.081  0.018
H  4.987  0.052  0.974  0.001
H  5.494  1.063  -0.422  0.000
H  4.124  -0.101  -0.597  -0.001
H  -1.812  -1.515  -0.125  -0.014
F  0.642  1.549  7.432  0.000
C  1.103  0.551  6.627  -0.003
F  2.438  0.387  6.859  0.000
F  0.477  -0.598  7.011  0.000
C  0.878  0.927  5.121  0.008
O  1.373  1.986  4.737  0.016
O  0.161  0.067  4.465  0.022


Entry 3:
Computed, not measured: C34H46N4O11SSiV as an isolated structure in a non-equilibrium geometry, with ωB97M-V with the def2-TZVPD basis set.

Summary:
Gap between HOMO and LUMO (spin up / spin down), eV: 6.604 / 6.610
2S+1: 2
Energy relative to the best compared isomer or geometry (same formula, charge and spin), kcal per mole: 59.89
Maximum force, Eh/bohr: 0.1065
Total charge: -2

Last column: Mulliken spin population.
Positions of all 98 atoms, in Å:
V  -0.700  -1.859  -2.012  1.477
O  -0.166  -3.212  -0.888  0.018
C  0.721  -3.193  0.110  0.000
C  0.414  -3.733  1.362  -0.003
C  1.342  -3.706  2.381  0.005
C  2.616  -3.168  2.179  -0.005
C  2.903  -2.611  0.950  0.007
C  1.956  -2.583  -0.066  0.004
C  2.229  -1.763  -1.251  0.002
N  1.423  -1.496  -2.189  -0.026
C  1.942  -0.628  -3.259  0.005
C  0.797  0.133  -3.861  0.003
N  -0.159  -0.905  -4.182  -0.001
C  -1.163  -0.746  -4.944  0.003
C  -1.897  -1.939  -5.234  0.005
C  -2.958  -1.931  -6.160  0.004
C  -3.587  -3.088  -6.539  -0.001
C  -3.125  -4.309  -5.976  0.002
C  -2.105  -4.349  -5.063  -0.004
C  -1.448  -3.161  -4.596  0.007
O  -0.551  -3.208  -3.669  -0.003
H  -0.577  -4.155  1.504  0.000
H  1.071  -4.096  3.357  0.000
H  3.346  -3.157  2.977  0.000
H  3.860  -2.135  0.774  0.000
H  3.220  -1.322  -1.293  0.002
H  2.363  -1.266  -4.035  -0.002
H  2.721  0.033  -2.887  0.001
H  1.148  0.681  -4.736  -0.001
H  0.387  0.853  -3.148  0.001
H  -1.409  0.198  -5.440  0.000
H  -3.276  -0.975  -6.576  0.000
H  -4.408  -3.075  -7.245  0.000
H  -3.606  -5.239  -6.270  0.000
H  -1.801  -5.283  -4.599  0.000
C  -2.221  -0.955  2.578  0.000
C  -2.860  -1.919  1.639  0.001
N  -2.623  -2.071  0.351  0.005
C  -3.512  -3.043  -0.088  0.008
C  -4.288  -3.478  0.964  0.000
N  -3.852  -2.755  2.027  0.000
C  -5.443  -4.415  1.201  0.000
O  -5.842  -5.100  0.212  0.000
O  -5.893  -4.409  2.360  0.000
C  -3.530  -3.433  -1.533  0.011
O  -4.371  -4.346  -1.896  0.000
O  -2.790  -2.927  -2.386  0.007
H  -1.310  -0.545  2.137  -0.001
H  -1.969  -1.439  3.529  0.000
H  -2.901  -0.124  2.792  0.000
H  -4.266  -2.869  2.937  0.000
H  -4.945  -4.681  -1.100  0.000
C  -1.354  3.379  0.054  -0.004
C  -1.098  3.727  1.521  0.001
C  -0.648  5.179  1.657  0.000
C  -2.361  3.495  2.333  0.000
O  -0.087  2.890  2.101  0.000
Si  1.267  2.183  1.423  0.007
S  0.946  0.434  0.454  0.010
O  2.347  2.076  2.704  0.000
C  2.269  1.450  3.985  0.000
C  1.122  0.444  4.116  0.000
C  3.594  0.730  4.193  0.000
C  2.093  2.559  5.014  0.000
O  1.920  3.427  0.502  -0.001
C  3.208  3.653  -0.078  0.000
C  2.972  4.635  -1.212  0.000
C  3.840  2.375  -0.626  -0.001
C  4.127  4.278  0.972  0.000
H  -2.217  3.949  -0.318  0.002
H  -1.555  2.311  -0.072  0.002
H  -0.479  3.623  -0.560  -0.002
H  -1.378  5.858  1.198  0.000
H  0.320  5.303  1.159  0.000
H  -0.531  5.440  2.717  0.000
H  -3.136  4.225  2.065  0.000
H  -2.134  3.588  3.401  0.000
H  -2.747  2.488  2.143  0.000
H  1.218  -0.352  3.370  0.000
H  0.155  0.937  3.955  0.000
H  1.136  0.005  5.123  0.000
H  3.682  -0.082  3.462  0.000
H  3.659  0.309  5.205  0.000
H  4.425  1.429  4.043  0.000
H  1.159  3.095  4.809  0.000
H  2.926  3.270  4.949  0.000
H  2.054  2.146  6.031  0.000
H  2.316  4.181  -1.962  0.000
H  3.920  4.913  -1.690  0.000
H  2.487  5.538  -0.827  0.000
H  3.143  1.869  -1.299  0.000
H  4.071  1.671  0.184  0.000
H  4.764  2.626  -1.164  0.000
H  3.711  5.236  1.307  0.000
H  5.133  4.446  0.563  0.000
H  4.193  3.615  1.840  0.000
O  -1.391  -0.412  -1.983  -0.219
O  -1.965  0.767  -1.961  -0.329